Record 1
The following is a DFT calculation (ωB97M-V/def2-TZVPD) of a 11-piece molecular cluster, C40H84N4O11 overall at a distorted geometry.

XYZ file:
```
139
C40H84N4O11 (ωB97M-V/def2-TZVPD)
C -0.038 -0.482 3.710
C -0.484 -0.470 5.229
C -1.945 -0.741 5.218
O -2.253 -1.188 3.851
C -1.354 -0.500 3.009
H 0.575 -1.307 3.417
H 0.452 0.485 3.482
H -0.160 0.470 5.720
H 0.083 -1.244 5.800
H -2.549 0.149 5.441
H -2.284 -1.463 5.989
H -1.727 0.564 2.917
H -1.255 -0.916 2.040
C -4.062 0.789 1.601
C -5.020 0.132 2.604
C -6.297 -0.060 1.742
O -5.993 0.198 0.368
C -4.994 1.277 0.485
H -3.353 0.088 1.267
H -3.579 1.625 2.129
H -5.167 0.795 3.448
H -4.689 -0.820 3.026
H -7.037 0.678 1.989
H -6.736 -1.037 1.873
H -5.504 2.197 0.842
H -4.538 1.378 -0.512
C 3.666 0.909 -3.348
C 4.926 1.562 -2.830
C 6.048 0.673 -3.400
O 5.410 -0.414 -4.136
C 4.068 -0.514 -3.681
H 3.379 1.507 -4.218
H 2.823 0.871 -2.651
H 5.012 1.646 -1.722
H 4.957 2.544 -3.237
H 6.726 0.232 -2.701
H 6.554 1.306 -4.157
H 4.042 -1.116 -2.751
H 3.409 -0.939 -4.497
C 3.604 0.157 2.713
C 4.405 0.625 1.492
C 4.637 -0.744 0.694
O 3.864 -1.716 1.349
C 3.753 -1.376 2.678
H 2.503 0.317 2.587
H 3.906 0.513 3.698
H 5.363 1.086 1.798
H 3.816 1.347 0.882
H 5.651 -1.104 0.766
H 4.364 -0.657 -0.380
H 4.572 -1.705 3.291
H 2.907 -1.929 3.117
C 0.646 -3.528 -3.710
C -0.791 -3.067 -3.354
C -1.293 -4.344 -2.819
O -0.845 -5.347 -3.703
C 0.534 -5.042 -3.950
H 1.216 -3.373 -2.801
H 1.062 -2.930 -4.517
H -1.240 -2.748 -4.294
H -0.785 -2.197 -2.687
H -2.334 -4.500 -2.690
H -0.879 -4.434 -1.779
H 0.724 -5.378 -4.984
H 1.245 -5.493 -3.256
C 0.121 2.135 -4.137
C 0.258 0.842 -4.977
C -1.191 0.489 -5.157
O -1.817 1.750 -5.495
C -1.306 2.707 -4.540
H 0.911 2.838 -4.444
H 0.184 1.875 -3.048
H 0.785 0.053 -4.426
H 0.672 0.992 -5.957
H -1.509 0.113 -4.206
H -1.487 -0.241 -5.901
H -2.037 2.754 -3.746
H -1.199 3.679 -5.028
C 1.338 1.403 -0.093
C 1.346 -0.135 -0.455
C 0.013 -0.299 -1.234
O -0.879 0.707 -0.726
C -0.080 1.745 -0.156
H 1.851 1.919 -0.862
H 1.761 1.750 0.862
H 1.328 -0.665 0.498
H 2.198 -0.521 -1.024
H -0.432 -1.258 -1.189
H 0.149 -0.171 -2.331
H -0.458 1.860 0.852
H -0.262 2.668 -0.721
C -2.540 -4.591 1.384
C -2.383 -3.438 0.424
O -1.400 -2.716 0.436
N -3.403 -3.221 -0.463
C -3.530 -1.940 -1.158
H -2.436 -4.166 2.381
H -1.660 -5.183 1.287
H -3.460 -5.196 1.264
H -4.246 -3.782 -0.329
H -4.544 -1.558 -0.980
H -3.289 -1.966 -2.204
H -2.890 -1.206 -0.636
C 1.364 5.211 -1.752
C 1.254 5.041 -0.266
O 2.059 4.383 0.346
N 0.284 5.650 0.381
C 0.185 5.675 1.841
H 0.524 5.778 -2.210
H 1.493 4.268 -2.271
H 2.320 5.747 -1.926
H -0.305 6.256 -0.196
H 0.482 4.779 2.379
H -0.851 6.028 2.047
H 0.936 6.394 2.230
C -4.699 4.338 5.230
C -3.506 3.530 4.931
O -3.550 2.310 5.017
N -2.341 4.173 4.609
C -1.190 3.353 4.267
H -4.459 5.191 5.846
H -5.492 3.829 5.759
H -5.059 4.806 4.302
H -2.332 5.167 4.459
H -0.995 3.328 3.219
H -1.253 2.329 4.617
H -0.269 3.671 4.766
C 1.273 -3.863 0.378
C 1.774 -5.175 -0.053
O 1.162 -6.229 0.120
N 2.983 -5.213 -0.648
C 3.675 -4.078 -1.179
H 1.939 -3.372 1.114
H 0.268 -3.942 0.750
H 1.193 -3.167 -0.472
H 3.240 -6.175 -0.918
H 3.242 -3.722 -2.134
H 4.723 -4.337 -1.447
H 3.734 -3.285 -0.400
```

Properties
2S+1 = 1
ΔE to the lowest compared entry with this formula, charge and spin = 0.0 kJ/mol
Structure (SMILES) = CNC(C)=O.CNC(C)=O.CNC(C)=O.CNC(C)=O.C1CCOC1.C1CCOC1.C1CCOC1.C1CCOC1.C1CCOC1.C1CCOC1.C1CCOC1
E = -71322.3038 eV
Frontier orbital gap = 9.2 eV

Löwdin atomic charge list, values in e, 5 entries: -0.142, -0.155, -0.178, -0.131, -0.249

=====

Record 2
The following is a DFT calculation (ωB97M-V/def2-TZVPD) of an isolated ion of composition C5H12N and charge +1 at a distorted geometry.

XYZ file:
```
18
C5H12N (ωB97M-V/def2-TZVPD)
C 1.250 0.005 1.283
C -0.121 0.661 1.111
C -1.121 -0.277 0.485
C -1.243 -0.396 -0.852
C -1.000 0.685 -1.889
N 1.580 -0.969 0.199
H 1.218 -0.566 2.215
H 2.076 0.670 1.502
H -0.108 1.635 0.611
H -0.446 0.956 2.110
H -2.010 -0.449 1.092
H -1.911 -1.182 -1.188
H -1.042 1.671 -1.428
H -1.824 0.627 -2.587
H -0.033 0.629 -2.393
H 1.540 -1.939 0.509
H 2.416 -0.718 -0.319
H 0.778 -1.043 -0.464
```

Properties
2S+1 = 1
ΔE to the lowest compared entry with this formula, charge and spin = 193.1 kJ/mol
Structure (SMILES) = C/C=C\CC[NH3+]
E = -6861.5567 eV
Total charge = +1
Frontier orbital gap = 10.0 eV

Löwdin atomic charge list, values in e, 5 entries: -0.132, -0.171, -0.123, -0.157, -0.063

=====

Record 3
The following is a DFT calculation (ωB97M-V/def2-TZVPD) of C25H24Br2N2O4Se2Te2Ti as an isolated structure.

XYZ file:
```
62
C25H24Br2N2O4Se2Te2Ti (ωB97M-V/def2-TZVPD)
Ti 0.370 -0.163 0.753
Se 2.482 0.586 2.153
Te 3.966 0.307 0.171
Te 2.965 2.398 -1.216
Se 0.546 1.744 -0.954
C -2.701 3.406 -0.094
O -2.570 2.000 0.026
C -3.642 1.234 -0.249
C -4.876 1.684 -0.680
C -5.874 0.741 -0.914
Br -7.568 1.361 -1.506
C -5.680 -0.605 -0.736
C -4.429 -1.065 -0.299
C -3.427 -0.144 -0.058
O -2.163 -0.540 0.319
C -4.236 -2.507 -0.103
N -5.187 -3.393 -0.270
C -4.594 -4.608 0.012
C -5.130 -5.897 -0.005
C -4.297 -6.947 0.325
C -2.950 -6.738 0.666
C -2.400 -5.472 0.689
C -3.248 -4.419 0.359
N -3.047 -3.062 0.279
H -3.507 3.779 0.542
H -2.888 3.691 -1.133
H -1.747 3.814 0.225
H -5.064 2.734 -0.839
H -6.465 -1.322 -0.921
H -1.963 -0.033 1.148
H -6.167 -6.058 -0.269
H -4.685 -7.958 0.320
H -2.332 -7.591 0.916
H -1.363 -5.299 0.949
H -2.204 -2.540 0.465
C 1.722 -1.546 -2.631
C 0.537 -2.166 -1.895
C -0.776 -1.643 -2.476
C 0.624 -1.963 -0.381
H 1.709 -1.817 -3.691
H 2.670 -1.878 -2.203
H 1.695 -0.457 -2.557
H 0.563 -3.247 -2.095
H -0.850 -0.562 -2.337
H -1.645 -2.110 -2.003
H -0.834 -1.852 -3.549
H 1.622 -2.236 -0.003
H -0.068 -2.643 0.138
Br -2.972 1.161 7.549
C -1.785 0.025 6.606
C -1.056 -0.925 7.305
C -0.184 -1.757 6.618
C -0.050 -1.650 5.243
C -0.790 -0.692 4.561
C -1.655 0.160 5.237
C -0.638 -0.567 3.085
O -0.994 0.500 2.484
O -0.131 -1.519 2.451
H -1.169 -1.007 8.377
H 0.392 -2.492 7.165
H 0.622 -2.285 4.685
H -2.205 0.915 4.692
```

Properties
2S+1 = 2
<S²> = 0.760
ΔE to the lowest compared entry with this formula, charge and spin = 0.0 kJ/mol
E = -345970.6547 eV
Total charge = -1
Frontier orbital gap (spin up / spin down) = 6.5 / 6.5 eV

Löwdin atomic charge list, values in e, 5 entries: 0.407, -0.153, 0.112, 0.113, -0.110

=====

Record 4
The following is a DFT calculation (ωB97M-V/def2-TZVPD) of C39H70AlINO13S2 as an isolated structure at a distorted geometry.

XYZ file:
```
127
C39H70AlINO13S2 (ωB97M-V/def2-TZVPD)
C 2.406 -5.435 3.708
C 2.673 -4.002 3.162
C 1.603 -3.551 2.114
C 2.305 -3.253 0.783
N 1.457 -2.773 -0.321
C 1.565 -1.325 -0.589
C 2.039 -1.126 -2.061
C 2.211 0.365 -2.421
C 1.932 0.582 -3.967
Al 0.282 1.755 -4.213
C -0.768 1.117 -5.872
C -2.290 1.414 -5.802
C -2.551 2.908 -6.084
I -4.717 3.228 -6.006
C 0.823 3.707 -4.570
O 1.843 4.224 -3.664
C 1.352 5.011 -2.635
O 1.280 4.288 -1.418
C 2.576 3.932 -0.985
C 2.418 3.232 0.401
O 1.267 2.403 0.364
C 0.121 -3.216 -0.268
S -0.280 -4.577 -1.127
S -1.184 -2.336 0.636
C -1.925 -3.690 1.646
C -1.705 -3.532 3.174
C -2.935 -2.887 3.881
H 3.315 -6.045 3.782
H 1.961 -5.411 4.713
H 1.696 -5.991 3.081
H 3.696 -3.930 2.769
H 2.635 -3.342 4.043
H 1.151 -2.647 2.536
H 0.865 -4.357 2.061
H 2.843 -4.150 0.429
H 3.093 -2.518 0.996
H 2.308 -0.816 0.040
H 0.616 -0.779 -0.471
H 1.334 -1.657 -2.712
H 3.021 -1.622 -2.112
H 1.531 1.032 -1.879
H 3.262 0.611 -2.259
H 1.744 -0.370 -4.493
H 2.791 1.060 -4.447
H -0.665 1.592 -2.909
H -0.575 0.046 -6.044
H -0.356 1.651 -6.756
H -2.897 0.831 -6.510
H -2.632 1.224 -4.775
H -2.189 3.212 -7.068
H -2.125 3.530 -5.293
H 1.258 3.736 -5.587
H -0.088 4.335 -4.611
H 2.064 5.846 -2.499
H 0.362 5.443 -2.835
H 3.229 4.822 -0.901
H 3.067 3.234 -1.676
H 2.386 3.962 1.220
H 3.255 2.529 0.510
H 0.501 2.904 0.645
H -1.455 -4.631 1.337
H -2.990 -3.805 1.412
H -0.791 -3.000 3.442
H -1.596 -4.555 3.567
H -3.733 -2.706 3.151
H -2.636 -1.972 4.405
H -3.363 -3.557 4.647
O 4.692 1.667 -3.462
C 5.414 2.573 -3.183
O 6.106 2.650 -2.010
C 6.785 3.912 -1.931
C 6.920 4.388 -3.368
C 5.665 3.810 -4.013
H 6.182 4.593 -1.324
H 7.750 3.771 -1.446
H 7.005 5.471 -3.456
H 7.807 3.943 -3.825
H 4.806 4.477 -3.913
H 5.819 3.549 -5.057
O 3.113 8.152 -2.445
C 2.172 8.489 -1.789
O 1.941 8.048 -0.529
C 0.680 8.550 -0.059
C 0.400 9.781 -0.907
C 1.058 9.410 -2.231
H -0.074 7.771 -0.195
H 0.758 8.783 1.001
H -0.661 10.014 -0.988
H 0.903 10.650 -0.477
H 0.381 8.854 -2.882
H 1.456 10.277 -2.750
O -5.229 -3.967 6.311
C -5.900 -4.624 5.568
O -5.779 -5.968 5.434
C -6.644 -6.425 4.378
C -7.713 -5.357 4.242
C -6.950 -4.096 4.619
H -6.051 -6.533 3.471
H -7.063 -7.395 4.645
H -8.160 -5.321 3.251
H -8.512 -5.536 4.967
H -6.451 -3.656 3.756
H -7.586 -3.363 5.108
O 1.275 -1.816 4.821
C 2.033 -0.904 4.974
O 2.761 -0.722 6.104
C 3.489 0.514 6.018
C 3.593 0.816 4.532
C 2.300 0.217 3.995
H 2.931 1.282 6.560
H 4.463 0.391 6.488
H 3.715 1.876 4.316
H 4.448 0.286 4.106
H 1.470 0.924 4.038
H 2.411 -0.169 2.985
O -5.722 -4.670 1.643
C -6.119 -5.430 0.806
O -7.037 -6.404 1.052
C -7.209 -7.211 -0.129
C -6.751 -6.337 -1.283
C -5.662 -5.494 -0.632
H -6.601 -8.112 -0.022
H -8.254 -7.500 -0.216
H -6.412 -6.908 -2.146
H -7.570 -5.692 -1.608
H -4.687 -5.984 -0.669
H -5.597 -4.498 -1.061
```

Properties
2S+1 = 1
E = -106053.6745 eV
Total charge = -1
Frontier orbital gap = 6.1 eV

Löwdin atomic charge list, values in e, 5 entries: -0.102, -0.229, -0.200, -0.183, -0.216

=====

In order of appearance, M = 797.13 86.16 1037.27 979.00 Da.